Computed, not measured: a structure of composition C34H42MnN4O3PSe in a non-equilibrium geometry, with wB97M-V/def2-TZVPD.

Values from the calculation:
- energy (eV) = -153994.8103
- lowest unoccupied orbital energy (alpha / beta) (eV) = -1.92 / -2.02
- ΔE to the lowest compared entry with this formula, charge and spin (eV) = 0.885
- Kohn-Sham gap (alpha / beta) (hartree) = 0.2598 / 0.2601
- total charge = +1
- multiplicity = 6

CARTESIAN COORDINATES (ANGSTROEM)
Mn -0.164163 -0.024772 -0.001204
C 3.158870 -3.488662 -2.360600
N 2.542895 -2.184759 -2.432408
C 3.340700 -1.130420 -3.023770
C 1.344829 -1.896874 -1.913500
O 0.817772 -0.790254 -1.997367
C 0.624719 -3.013482 -1.137147
O -0.465240 -2.484660 -0.380913
C -1.756801 -2.790577 -0.879157
C -2.357909 -1.646154 -1.707197
O -1.854952 -0.527539 -1.640261
N -3.452281 -1.901102 -2.430517
C -4.152161 -3.159886 -2.515760
C -4.052092 -0.818067 -3.183149
H 3.974577 -3.521101 -3.079897
H 2.448473 -4.273473 -2.615793
H 3.575512 -3.691059 -1.371008
H 3.599138 -1.392047 -4.048738
H 4.250501 -0.986947 -2.440109
H 2.765021 -0.208555 -3.014983
H 1.306350 -3.468997 -0.409702
H 0.267591 -3.784307 -1.829600
H -2.392189 -2.929409 0.003739
H -1.715861 -3.718227 -1.456600
H -3.791377 -3.879951 -1.789249
H -4.039526 -3.583122 -3.515676
H -5.211512 -2.984127 -2.324578
H -3.349172 0.010796 -3.206840
H -4.984202 -0.500035 -2.711776
H -4.257486 -1.147397 -4.200598
N -2.015005 2.109183 1.682101
P -2.359125 1.231718 0.257711
C -4.178061 1.391550 0.215265
C -4.937419 0.228093 0.235404
C -6.319599 0.296071 0.201920
C -6.946720 1.530536 0.162991
C -6.192620 2.693969 0.164416
C -4.812360 2.628571 0.190138
C -1.824338 2.424156 -1.028973
C -2.581326 2.817050 -2.127848
C -1.995629 3.570648 -3.133956
C -0.654328 3.909718 -3.066641
C 0.107231 3.517004 -1.976266
C -0.474530 2.780356 -0.962703
C -1.233260 1.547611 2.662704
C -1.089706 2.185667 3.898285
C -0.261499 1.626977 4.843827
C 0.382511 0.429049 4.550871
C 0.148693 -0.159566 3.325913
N -0.623549 0.385581 2.378504
H -2.471129 2.984444 1.904785
H -4.427929 -0.725657 0.282930
H -6.907346 -0.608537 0.210808
H -8.023736 1.586604 0.135633
H -6.685708 3.653943 0.142751
H -4.220586 3.535167 0.181481
H -3.627808 2.546713 -2.198346
H -2.590696 3.889012 -3.978654
H -0.197591 4.472558 -3.866059
H 1.150780 3.780666 -1.913324
H 0.099773 2.526846 -0.063849
H -1.619998 3.105311 4.093150
H -0.119859 2.114165 5.795297
H 1.050055 -0.031490 5.260037
H 0.591442 -1.115822 3.078283
C 7.146351 -0.855327 3.511358
C 5.902424 -0.499381 2.760069
C 4.893226 -1.418827 2.530329
C 3.746465 -1.085182 1.818061
C 2.724089 -2.161386 1.583977
C 3.610124 0.214606 1.322546
Se 2.072043 0.754861 0.282584
C 4.624911 1.161284 1.539310
C 4.529935 2.545957 0.984219
C 5.745474 0.787703 2.257346
H 7.103336 -1.870656 3.893598
H 7.291671 -0.171664 4.344677
H 8.012647 -0.765598 2.858168
H 4.990924 -2.429960 2.905445
H 3.082725 -2.839235 0.808136
H 1.755588 -1.749069 1.265997
H 2.576513 -2.745227 2.489127
H 3.505623 2.906328 1.040696
H 4.819197 2.535160 -0.065051
H 5.181744 3.228312 1.517355
H 6.525937 1.514594 2.427821

Forces on the atoms, in the same order (eV/Å):
-0.5 -1.2 -0.3
0.0 -0.3 0.2
-0.3 0.2 0.1
0.0 0.4 -0.1
0.0 -0.1 0.1
-0.3 -0.1 0.0
0.2 0.1 0.1
0.0 0.3 -0.3
0.0 0.0 0.1
0.1 -0.5 0.1
0.2 0.0 -0.1
0.1 0.3 0.0
0.0 -0.3 0.0
0.0 0.3 -0.1
-0.1 -0.1 0.0
0.0 -0.1 0.0
0.0 0.0 0.0
0.0 0.0 0.0
0.0 0.0 0.0
0.1 0.0 0.0
-0.1 0.0 -0.3
0.1 0.0 0.1
0.0 -0.1 -0.2
-0.1 0.1 0.2
0.0 0.0 0.0
-0.1 0.0 0.0
0.0 -0.1 0.0
-0.1 0.0 -0.1
0.0 0.0 0.0
0.0 0.0 0.0
-0.1 0.0 -0.3
-0.9 1.7 0.3
0.3 -0.6 -0.2
0.1 0.1 0.0
-0.1 0.0 0.0
0.0 -0.1 0.0
-0.1 0.1 0.0
0.1 0.0 0.0
0.1 -0.2 0.0
0.0 -0.1 0.1
-0.1 0.0 -0.1
0.1 -0.1 0.0
0.1 0.0 -0.1
-0.3 0.0 0.4
0.3 -0.3 0.3
0.1 0.0 0.1
0.0 -0.1 -0.3
0.0 -0.2 -0.1
0.1 0.1 0.3
-0.2 0.3 0.0
0.1 -0.1 0.0
-0.1 -0.1 0.0
-0.1 -0.1 0.0
-0.1 0.0 0.0
0.0 0.1 0.0
0.0 0.1 -0.1
0.0 0.0 0.0
0.0 0.0 0.0
0.0 0.1 -0.1
0.1 0.0 0.0
0.0 0.2 -0.3
0.0 0.1 0.0
0.0 0.0 0.1
0.0 -0.1 0.1
0.1 0.1 0.0
0.0 0.0 0.0
-0.1 0.0 -0.1
0.1 0.1 0.0
-0.1 0.3 -0.1
-0.2 0.2 0.0
-0.5 -0.3 0.1
1.4 0.8 0.0
-0.2 0.0 0.0
-0.1 0.0 0.0
-0.1 -0.3 0.0
0.0 -0.1 0.1
0.1 0.0 0.1
0.1 0.0 0.0
0.1 -0.1 0.1
0.0 -0.1 -0.1
0.4 -0.1 0.1
0.0 -0.1 0.1
0.0 0.1 0.0
0.0 0.1 -0.2
0.2 0.1 0.1
0.1 0.1 0.0